Here is a cluster of 14 separate species, H26O17S in total at a distorted geometry from the Open Molecules 2025 dataset. Energies are from the ωB97M-V functional and the def2-TZVPD basis.

## Properties
Molecular weight, g mol⁻¹: 330.26
Kohn-Sham gap, eV: 9.84
E_HOMO, eV: -4.5
Energy above the lowest of the compared OMol25 structures with the same formula, charge and spin, kJ/mol: 325.8
LUMO level, eV: 5.33
Total charge: -2

Last column: Löwdin charge in e.
Element x y z (Å)
S: 0.11 -0.15 0.02  0.440
O: 1.45 -0.53 0.36  -0.315
O: -0.11 1.27 0.36  -0.346
O: -0.20 -0.36 -1.36  -0.321
O: -0.78 -0.97 0.78  -0.313
O: -1.95 2.70 1.53  -0.053
H: -1.28 2.05 1.26  -0.032
H: -1.55 3.03 2.32  0.010
O: -2.83 -2.27 -0.26  -0.048
H: -3.29 -1.70 -0.86  0.014
H: -1.93 -1.98 -0.11  -0.015
O: -1.51 -1.64 -3.02  -0.091
H: -2.38 -1.38 -2.76  -0.020
H: -1.02 -1.09 -2.31  -0.026
O: 3.30 0.62 -0.69  -0.094
H: 2.89 1.24 -1.27  -0.004
H: 2.59 0.04 -0.29  -0.048
O: -2.42 1.72 -1.60  -0.062
H: -1.66 1.78 -1.02  -0.019
H: -2.85 2.58 -1.42  0.058
O: -2.49 -0.62 2.58  -0.084
H: -2.45 -1.38 3.16  0.009
H: -1.77 -0.74 1.91  -0.032
O: 2.05 -0.57 2.89  -0.044
H: 1.76 -0.61 1.96  -0.016
H: 1.49 -1.08 3.41  0.011
O: -0.07 1.31 -3.40  -0.082
H: -0.91 1.61 -3.72  0.008
H: -0.20 0.62 -2.70  -0.016
O: 0.03 3.58 -0.74  -0.052
H: 0.83 3.33 -1.11  -0.007
H: -0.03 2.87 -0.07  -0.021
O: -0.39 -3.05 1.97  -0.092
H: -0.58 -2.23 1.48  -0.075
H: 0.30 -3.41 1.35  0.051
O: 3.32 -2.23 0.49  -0.062
H: 2.55 -1.65 0.53  -0.043
H: 4.07 -1.76 0.82  0.019
O: 1.69 -1.07 -2.89  -0.082
H: 2.28 -1.83 -2.68  0.045
H: 0.99 -0.95 -2.22  -0.035
O: 0.76 1.86 2.63  -0.086
H: 0.60 1.59 1.72  -0.052
H: 1.58 1.45 2.96  0.019